(1)
DFT (the ωB97M-V functional and the def2-TZVPD basis) results for 8 unconnected molecules or ions with the total composition C24H63NO8 at a distorted geometry.

Values from the calculation:
LUMO energy, eV: 0.422
SMILES: CC1(C)CCCC(C)(C)N1O.CC(C)O.CC(C)O.CC(C)O.CC(C)O.CC(C)O.O.O
Frontier orbital gap, eV: 8.62
Highest occupied orbital energy, eV: -8.196

Element x y z (Å)
C 12.4157 10.3522 -3.3650
C 11.9892 11.8070 -3.6503
C 10.5864 11.9645 -3.0485
C 13.0015 12.6724 -2.9272
C 12.9571 14.1437 -3.2412
C 13.0431 14.3253 -4.7650
C 12.0596 13.4637 -5.5926
C 10.6564 14.0455 -5.5785
C 12.6158 13.4567 -7.0137
N 12.0702 12.0819 -5.0722
O 11.2914 11.2130 -5.8496
H 11.7620 9.6309 -3.8652
H 13.3938 10.1838 -3.8230
H 12.4032 10.0936 -2.3085
H 9.8811 11.2466 -3.4662
H 10.6342 11.8249 -1.9674
H 10.2063 12.9791 -3.1912
H 12.8283 12.5464 -1.8523
H 14.0042 12.2776 -3.1228
H 12.0188 14.5642 -2.8589
H 13.7457 14.7196 -2.7572
H 14.0734 14.0788 -5.0349
H 12.9211 15.3818 -5.0173
H 10.6037 14.8183 -6.3587
H 10.4259 14.6550 -4.6983
H 9.8278 13.3668 -5.7732
H 13.6348 13.0691 -7.0769
H 12.7198 14.4902 -7.3616
H 12.0150 12.9264 -7.7520
H 10.3589 11.3882 -5.6211
C 8.2377 14.4909 1.8921
C 7.6733 13.0796 1.7509
C 6.6717 12.7837 2.8809
O 6.9770 12.9590 0.5092
H 8.8703 14.6041 2.7693
H 7.4150 15.2023 1.9240
H 8.8646 14.7176 1.0249
H 8.5246 12.3984 1.8316
H 5.7671 13.3873 2.8184
H 7.1507 12.8509 3.8584
H 6.3370 11.7452 2.7725
H 6.8817 12.0068 0.3683
C 4.6522 14.7962 -4.8496
C 6.1374 14.4505 -4.7808
C 6.9631 15.7245 -4.6232
O 6.4208 13.6863 -3.5626
H 4.4506 15.6315 -4.1773
H 4.0292 13.9581 -4.5351
H 4.3079 15.1685 -5.8157
H 6.4412 13.8287 -5.6237
H 6.6055 16.3057 -3.7788
H 6.9864 16.3343 -5.5296
H 8.0105 15.4384 -4.4896
H 6.1558 12.8038 -3.8700
C 7.1808 10.4427 -5.2716
C 6.4291 10.0336 -4.0143
C 7.3634 10.1575 -2.8091
O 5.3362 10.9349 -3.8805
H 7.8999 9.6808 -5.5664
H 7.6341 11.4343 -5.1942
H 6.4594 10.5419 -6.0905
H 6.1347 8.9847 -4.1213
H 8.2440 9.5303 -2.9758
H 6.9620 9.7449 -1.8760
H 7.6752 11.1857 -2.6219
H 4.9174 10.7694 -3.0271
C 4.2202 14.3957 -1.0330
C 5.1819 15.5550 -0.7454
C 4.6536 16.8590 -1.3188
O 5.2066 15.7813 0.6830
H 4.0058 14.3485 -2.0980
H 3.3286 14.4410 -0.4104
H 4.7091 13.4711 -0.7139
H 6.2331 15.4407 -1.0201
H 5.2598 17.7271 -1.0481
H 3.6958 17.0766 -0.8382
H 4.5910 16.8252 -2.4045
H 5.8537 15.1927 1.0805
C 11.3235 12.0455 0.3813
C 10.6335 10.7115 0.6073
C 10.2946 10.3571 2.0500
O 9.3855 10.6771 -0.1369
H 10.6790 12.9158 0.4795
H 11.8371 12.0185 -0.5815
H 12.1698 12.1239 1.0728
H 11.2681 9.9292 0.1757
H 11.2446 10.2348 2.5826
H 9.8259 9.3784 2.1396
H 9.6798 11.1357 2.4964
H 9.3745 11.4464 -0.7183
O 8.4226 13.8142 -1.8264
H 7.6993 13.9075 -2.4949
H 8.0027 13.3333 -1.0917
O 10.8974 14.8907 -1.1503
H 10.0345 14.4535 -1.3297
H 10.8658 15.7038 -1.6632

Forces on atoms 1 to 3 (eV/Å):
0.0 -0.3 -1.2
-0.4 -0.9 0.7
0.1 0.9 -0.2

Löwdin population analysis, charges in e, atoms 1 to 6: -0.022, -0.505, -0.019, -0.141, -0.171, -0.125



(2)
DFT (the ωB97M-V functional and the def2-TZVPD basis) results for C6H6 in the gas phase at a distorted geometry.

Values from the calculation:
LUMO energy (spin up / spin down), eV: -0.615 / -0.537
Frontier orbital gap (spin up / spin down), eV: 8.10 / 8.29
Highest occupied orbital energy (spin up / spin down), eV: -8.718 / -8.828

Element x y z (Å)
C 0.1547 1.1338 -1.3786
C -0.4044 0.6503 -0.0639
C -0.9811 -0.7159 -0.1083
C -0.5599 -1.7188 0.6370
C 0.6284 0.4010 0.9857
C 0.7859 -0.7816 1.5531
H 0.8966 0.4376 -1.7777
H -0.6525 1.2382 -2.1035
H 0.6271 2.1060 -1.2393
H -1.1445 1.3313 0.3361
H -0.7479 -2.7809 0.8543
H 1.3975 -1.3010 2.3051

Forces on atoms 1 to 3 (eV/Å):
0.1 0.3 -0.4
0.3 -0.4 0.4
-0.3 -1.7 0.3

Löwdin population analysis, charges in e, atoms 1 to 6: -0.075, -0.433, -0.012, 0.004, -0.002, -0.002



(3)
DFT (the ωB97M-V functional and the def2-TZVPD basis) results for a molecular structure, C26H48B3F6HgN5O24PbS2 at a distorted geometry.

Values from the calculation:
LUMO energy, eV: -7.107
Frontier orbital gap, eV: 1.91
Highest occupied orbital energy, eV: -9.013

Element x y z (Å)
Hg -3.2111 -0.6553 2.3553
Pb 2.8386 0.4191 -2.2911
O 5.0964 -3.3361 3.8483
C 4.1976 -4.1782 3.8049
O 4.0039 -5.2192 4.6088
B 3.0206 -6.1342 4.0601
O 2.6802 -5.5617 2.7086
C 3.2893 -4.3731 2.4895
O 3.2312 -3.6141 1.4957
O 1.8359 -6.1829 4.9386
C 1.6995 -7.4591 5.3081
O 0.7624 -7.7928 6.0449
C 2.7657 -8.3699 4.6724
O 3.5475 -7.5489 4.0032
O 2.8575 -9.5194 4.7928
O -5.7560 2.3251 -10.5164
C -4.8273 2.7636 -9.8704
O -3.7179 2.1871 -9.4770
B -2.8516 3.0716 -8.7412
O -3.5374 4.3613 -8.6615
C -4.8088 4.1107 -9.1642
O -5.7619 4.9431 -9.2563
O -1.5341 3.2265 -9.3487
C -0.5976 2.7099 -8.5941
O 0.6226 2.5185 -8.8223
C -1.2733 2.3448 -7.2715
O -2.5344 2.6475 -7.3321
O -0.7220 1.8212 -6.3290
C 0.1472 1.1746 7.1266
F 1.2974 1.6108 7.5692
F 0.0916 -0.1289 7.5108
F -0.7470 1.8011 7.9469
S -0.0698 1.3264 5.1314
O 1.0393 2.1231 4.6351
O -0.0413 -0.0611 4.6219
N -1.7110 1.8322 4.8091
S -1.7429 3.3671 5.0121
O -0.8037 3.8523 6.0545
O -1.5733 4.0365 3.7109
C -3.4927 3.9282 5.6754
F -3.4419 4.9079 6.4878
F -4.2264 4.4130 4.7571
F -4.1293 2.8425 6.1832
B -0.5973 0.2747 -0.1984
H -0.4153 -0.6557 0.3169
H -1.6258 0.5659 -0.0516
H 0.1616 0.9630 0.1399
H -0.4158 0.1041 -1.2482
C -8.7584 -0.6581 3.9170
C -7.4880 -0.4912 3.1762
C -7.5314 0.7215 2.1767
O -6.2177 1.0617 1.7350
C -6.1268 2.2163 0.8640
N -6.3925 -0.4610 4.1352
H -8.7794 -1.5524 4.5398
H -9.5460 -0.7008 3.1647
H -8.9819 0.1555 4.6071
H -7.3864 -1.2782 2.4289
H -8.0384 1.6017 2.5719
H -8.0920 0.4165 1.2931
H -5.1298 2.2750 0.4274
H -6.3783 3.0883 1.4679
H -6.9130 2.2494 0.1097
H -6.6066 0.3399 4.7121
H -6.4991 -1.2612 4.7423
C 7.7850 1.4701 1.4484
C 7.0276 1.1870 0.1698
C 7.4951 -0.1542 -0.3673
O 6.8181 -0.5885 -1.5142
C 7.4997 -1.8345 -1.9606
N 5.5982 1.1438 0.5107
H 7.6724 2.5303 1.6752
H 8.8445 1.2548 1.3100
H 7.3789 0.9857 2.3364
H 7.2350 1.9640 -0.5660
H 7.5185 -1.0278 0.2841
H 8.5646 -0.0605 -0.5560
H 8.5893 -1.8399 -1.9890
H 7.1565 -2.0180 -2.9788
H 7.1046 -2.7139 -1.4521
H 5.6830 0.3978 1.1862
H 5.4872 1.8988 1.1723
C 6.4389 3.8146 -5.8997
C 5.3900 3.4125 -4.8463
C 4.5375 4.5755 -4.4015
O 3.7523 4.0911 -3.3893
C 3.0057 4.9810 -2.5670
N 4.6638 2.2190 -5.2939
H 6.7692 4.8466 -5.7811
H 5.8968 3.6923 -6.8374
H 7.2622 3.1003 -5.9094
H 5.9910 3.1822 -3.9666
H 3.9012 4.9107 -5.2206
H 5.0257 5.5198 -4.1608
H 3.7028 5.7326 -2.1966
H 2.6065 4.4795 -1.6854
H 2.2397 5.5359 -3.1087
H 4.1291 2.6212 -6.0505
H 5.2769 1.4900 -5.6297
C -2.6598 -6.2392 1.1134
C -2.8760 -4.7577 0.8568
C -4.1700 -4.5708 0.0911
O -4.3276 -3.1103 0.0051
C -4.2694 -2.5904 -1.3101
N -2.8524 -4.1589 2.1406
H -2.5094 -6.7646 0.1704
H -3.4572 -6.7704 1.6332
H -1.6963 -6.4381 1.5827
H -2.0712 -4.3494 0.2455
H -5.0649 -4.9846 0.5559
H -4.1467 -5.0796 -0.8725
H -3.2352 -2.6795 -1.6425
H -4.5665 -1.5438 -1.2429
H -4.9700 -3.0777 -1.9882
H -3.4013 -4.7361 2.7616
H -1.9277 -4.4545 2.4193

Forces on atoms 1 to 3 (eV/Å):
0.3 -0.2 -0.1
-0.1 0.7 0.5
-2.3 -1.7 0.5

Löwdin population analysis, charges in e, atoms 1 to 6: 1.191, 1.663, 0.093, -0.334, 0.233, -0.845



(4)
DFT (the ωB97M-V functional and the def2-TZVPD basis) results for 2 unconnected molecules or ions with the total composition CH4BrOP at a distorted geometry.

Values from the calculation:
LUMO energy, eV: 0.213
Frontier orbital gap, eV: 9.84
Highest occupied orbital energy, eV: -9.623

Element x y z (Å)
C 1.9946 -0.5578 -0.0850
O 1.2562 0.4803 0.1469
P -1.7500 -0.0341 0.1990
Br 3.8673 -0.0647 -0.2164
H -2.6644 -0.9080 0.7540
H 1.6579 1.3885 0.3252
H -1.5885 -0.9622 -0.8030
H -2.7732 0.6580 -0.3207

Forces on atoms 1 to 3 (eV/Å):
-0.6 0.7 0.0
0.8 0.4 0.2
1.2 -0.3 1.5

Löwdin population analysis, charges in e, atoms 1 to 6: -0.537, -0.224, 0.676, 0.545, -0.187, 0.120



(5)
DFT (the ωB97M-V functional and the def2-TZVPD basis) results for C3H8O3S2 in the gas phase at a distorted geometry.

Values from the calculation:
Spin multiplicity: 3
LUMO energy (spin up / spin down), eV: 0.434 / -2.400
Frontier orbital gap (spin up / spin down), eV: 5.14 / 7.23
Highest occupied orbital energy (spin up / spin down), eV: -4.705 / -9.626

Element x y z (Å)
C -1.1642 -1.1685 -0.9625
C 0.0677 -0.3132 -0.4762
C 0.0071 0.1208 0.9942
O -0.1813 -0.9291 1.9087
O -1.0025 1.0277 1.2107
O 1.1155 0.7904 1.3195
S 1.6528 1.3732 -2.5311
S -0.0702 1.2255 -1.5176
H -2.0811 -0.5587 -0.9872
H -0.7578 -1.4748 -1.8979
H -1.2226 -2.0611 -0.3357
H 0.8737 -0.8705 -0.6349
H -0.8984 -0.6587 2.5487
H -0.5658 1.7620 1.5923
H 1.8527 0.2108 1.0587
H 2.3745 1.5241 -1.2896

Forces on atoms 1 to 3 (eV/Å):
1.4 0.8 1.2
-5.6 2.5 1.4
-1.9 -0.7 0.4

Löwdin population analysis, charges in e, atoms 1 to 6: -0.087, -0.510, -0.811, 0.046, 0.042, 0.062



(6)
DFT (the ωB97M-V functional and the def2-TZVPD basis) results for C4H7NOS in the gas phase.

Values from the calculation:
LUMO energy, eV: 0.508
SMILES: CC(=O)CNC=S
Frontier orbital gap, eV: 9.24
Highest occupied orbital energy, eV: -8.728

Element x y z (Å)
C -0.0466 -0.5832 1.6196
C -0.9087 -1.0032 0.4675
O -1.7270 -1.8829 0.5561
C -0.6889 -0.2943 -0.8742
N 0.6492 0.2151 -1.0778
C 1.0221 1.4780 -0.8668
S 0.1238 2.7238 -0.2507
H -0.3240 -1.1417 2.5199
H 1.0099 -0.7842 1.3984
H -0.1409 0.5070 1.7821
H -0.9450 -0.9946 -1.6734
H -1.3991 0.5254 -0.9108
H 1.3207 -0.4077 -1.5207
H 2.0544 1.6425 -1.1692

Forces on atoms 1 to 3 (eV/Å):
0.2 0.3 0.4
0.4 -0.3 0.0
-0.2 0.1 -0.1

Löwdin population analysis, charges in e, atoms 1 to 6: -0.020, -0.433, 0.086, -0.136, -0.070, -0.717



(7)
DFT (the ωB97M-V functional and the def2-TZVPD basis) results for a molecular structure, C25H70N8O7 at a distorted geometry.

Values from the calculation:
LUMO energy, eV: 0.284
Frontier orbital gap, eV: 7.96
Highest occupied orbital energy, eV: -7.673

Element x y z (Å)
C -15.9629 1.4718 -5.8699
O -15.0827 1.5061 -6.6899
N -17.2030 1.7769 -6.0535
N -15.7657 1.0360 -4.6652
H -17.7958 1.6160 -5.2518
H -17.4772 2.0340 -6.9910
H -14.8906 0.5572 -4.5067
H -16.5557 0.8670 -4.0590
C -25.0330 -2.0243 -5.8462
C -24.6994 -0.6659 -6.5525
C -23.3629 -0.0743 -6.2002
O -23.2571 0.1589 -4.8099
C -21.9924 0.6636 -4.3782
N -24.9790 -0.7336 -7.9804
H -26.1127 -2.1689 -5.8821
H -24.6977 -1.9694 -4.8105
H -24.4737 -2.9123 -6.1406
H -25.3615 0.0371 -6.0469
H -23.3780 0.8710 -6.7426
H -22.4796 -0.5400 -6.6374
H -21.8440 1.7362 -4.5025
H -21.2005 0.1112 -4.8842
H -21.7837 0.5102 -3.3195
H -25.9833 -0.8286 -7.9313
H -24.9961 0.2121 -8.3345
C -20.0717 1.2533 -5.1099
C -18.9790 1.4136 -4.0494
C -19.3905 0.7630 -2.6854
O -18.3776 0.8636 -1.6866
C -18.8140 0.3657 -0.3651
N -17.8648 0.6492 -4.5291
H -20.9851 1.4770 -4.5588
H -20.1840 0.2179 -5.4313
H -19.8330 1.9550 -5.9091
H -18.7771 2.4659 -3.8495
H -19.6109 -0.3038 -2.7211
H -20.2369 1.3177 -2.2805
H -19.1096 -0.6825 -0.4116
H -19.5653 0.9341 0.1832
H -17.9152 0.3510 0.2514
H -18.1456 -0.2971 -4.7431
H -17.2659 0.5799 -3.7188
C -19.6966 -3.7471 -3.8431
C -19.4460 -4.6084 -2.5657
C -18.2951 -3.9741 -1.8017
O -18.3095 -2.5443 -1.7951
C -17.1069 -1.8906 -1.4829
N -20.6864 -4.5451 -1.7792
H -18.7758 -3.7336 -4.4264
H -20.0291 -2.7313 -3.6294
H -20.4212 -4.2334 -4.4961
H -19.1581 -5.6208 -2.8488
H -17.4383 -4.1908 -2.4398
H -18.1382 -4.2904 -0.7705
H -16.2422 -2.1919 -2.0741
H -16.8543 -2.1051 -0.4445
H -17.2411 -0.8116 -1.5590
H -21.4145 -4.8736 -2.3974
H -20.6891 -5.2259 -1.0332
C -16.4171 2.5812 -2.3859
C -17.4694 3.2086 -1.4656
C -18.8286 3.6316 -2.1347
O -18.6814 4.3443 -3.3901
C -18.2350 5.7241 -3.1842
N -17.7750 2.3041 -0.3652
H -16.7701 1.6204 -2.7604
H -15.4837 2.4301 -1.8436
H -16.1914 3.1742 -3.2722
H -17.0101 4.0849 -1.0081
H -19.4417 4.1970 -1.4329
H -19.4295 2.7510 -2.3616
H -17.4945 5.7650 -2.3854
H -19.0482 6.3511 -2.8187
H -17.9925 6.1887 -4.1399
H -18.5087 1.7218 -0.7429
H -16.9341 1.7827 -0.1622
C -21.2307 0.9808 -8.3133
C -22.0603 1.9716 -7.5263
C -21.1625 2.8979 -6.6656
O -21.9159 3.8306 -5.8538
C -21.2970 4.3571 -4.6277
N -22.6909 2.9232 -8.3894
H -20.3967 1.4972 -8.7885
H -21.9165 0.4787 -8.9957
H -20.8090 0.2138 -7.6637
H -22.7521 1.4372 -6.8752
H -20.3996 3.3569 -7.2945
H -20.6810 2.2091 -5.9715
H -20.9944 3.5130 -4.0080
H -22.1117 4.8497 -4.0968
H -20.4290 5.0037 -4.7562
H -23.6334 2.6264 -8.5985
H -22.7509 3.7663 -7.8365
C -17.9048 -1.0128 -6.3298
C -18.0869 -1.8514 -5.0312
C -16.8657 -1.6967 -4.0919
O -15.5904 -1.8735 -4.7501
C -14.4418 -1.3208 -4.0552
N -19.3592 -1.4896 -4.3287
H -18.5069 -1.4932 -7.1010
H -16.9020 -0.8822 -6.7365
H -18.2614 -0.0055 -6.1144
H -18.2615 -2.8856 -5.3280
H -16.8838 -2.4860 -3.3405
H -16.9111 -0.7045 -3.6429
H -14.7394 -0.2862 -3.8845
H -13.5133 -1.2869 -4.6251
H -14.2686 -1.7678 -3.0763
H -20.0710 -1.9801 -4.8510
H -19.4330 -2.1072 -3.5330

Forces on atoms 1 to 3 (eV/Å):
0.4 0.2 -1.2
2.2 0.1 -2.3
-1.4 5.8 -7.1

Löwdin population analysis, charges in e, atoms 1 to 6: -0.762, 0.038, 0.149, 0.129, -0.072, 0.131



(8)
DFT (the ωB97M-V functional and the def2-TZVPD basis) results for 2 unconnected molecules or ions with the total composition C9H23N2Si at a distorted geometry.

Values from the calculation:
LUMO energy, eV: -4.704
Frontier orbital gap, eV: 6.91
Highest occupied orbital energy, eV: -11.615
Net charge: +1

Element x y z (Å)
C -1.5309 2.2159 -0.3435
C 2.6865 -3.8989 -0.0145
C -1.8550 -2.4624 -0.0423
C 3.2791 -0.2940 0.6492
C -3.1167 3.7801 0.5381
C -1.5641 4.5328 -1.0858
C 1.4652 -3.5383 0.9002
C -0.6373 -1.8908 -0.7559
C 1.7200 -0.1289 0.6780
N -2.2395 3.3483 -0.5081
N -0.5489 1.7423 -0.9920
Si 0.8934 -1.7779 0.3481
H -1.9024 1.5593 0.4069
H 3.6096 -3.3769 0.1702
H 2.9707 -4.9470 0.1197
H 2.2895 -3.8090 -1.0657
H -1.8209 -3.5351 0.0999
H -1.7514 -2.0580 0.9443
H -2.8571 -2.0872 -0.3396
H 3.6673 -1.1346 1.1483
H 3.6882 -0.4113 -0.2776
H 3.6042 0.5855 1.0650
H -3.4516 2.7488 0.9455
H -2.5828 4.4474 1.3468
H -4.0331 4.1313 0.1424
H -0.9642 4.8603 -0.2622
H -0.9091 4.3585 -1.9002
H -2.3836 5.2321 -1.4377
H 1.9981 -3.4503 1.8614
H 0.7542 -4.4400 0.8315
H -0.8603 -0.9084 -1.3292
H -0.1546 -2.5511 -1.5934
H 1.2975 0.4790 -0.1676
H 1.5826 0.2528 1.7826
H -0.3424 2.4255 -1.8627

Forces on atoms 1 to 3 (eV/Å):
-0.1 -0.4 -0.2
-1.4 -0.6 -1.6
-0.2 0.4 0.7

Löwdin population analysis, charges in e, atoms 1 to 6: -0.347, -0.165, -0.152, -0.131, -0.088, -0.040



The evaluated E_tot for the records listed, in turn: -1608.8408; -231.9703; -4915.0549; -3030.9779; -1141.0326; -684.7912; -1957.8635; -755.3578 a.u..